No. 1
The following is a DFT calculation (the ωB97M-V functional and the def2-TZVPD basis) of C44H65NO4P3SiZn as an isolated structure.

ORCA input file:
```
! RIJCOSX wB97M-V def2-TZVPD def2/J DEFGRID3
* xyz -1 1
Zn -0.168 0.244 -0.364
C -1.378 -3.734 0.778
C -2.265 -3.164 -0.333
C -3.669 -3.758 -0.277
P -2.172 -1.302 -0.323
C -3.713 -0.738 -1.183
C -3.952 0.749 -0.932
C -3.654 -1.020 -2.686
C -2.523 -0.955 1.432
C -3.795 -1.147 1.972
C -4.013 -1.292 3.332
C -2.892 -1.349 4.157
C -1.626 -1.117 3.651
C -1.404 -0.764 2.294
N -0.179 -0.383 1.769
C 0.799 0.209 2.560
C 0.583 0.747 3.858
C 1.592 1.305 4.615
C 2.895 1.378 4.133
C 3.110 0.957 2.835
C 2.098 0.420 2.031
P 2.401 0.170 0.247
C 3.141 1.821 -0.232
C 2.742 2.196 -1.661
C 4.648 2.030 -0.057
C 3.806 -1.028 0.263
C 4.313 -1.288 -1.158
C 3.331 -2.336 0.903
H -1.286 -4.817 0.648
H -1.801 -3.543 1.767
H -0.372 -3.302 0.758
H -1.808 -3.416 -1.296
H -4.222 -3.415 0.602
H -3.585 -4.848 -0.201
H -4.256 -3.533 -1.170
H -4.549 -1.297 -0.758
H -3.155 1.349 -1.382
H -3.989 0.994 0.130
H -4.900 1.058 -1.385
H -2.825 -0.480 -3.148
H -4.590 -0.687 -3.151
H -3.497 -2.074 -2.922
H -4.644 -1.209 1.298
H -5.014 -1.412 3.729
H -3.003 -1.583 5.210
H -0.775 -1.221 4.304
H -0.415 0.770 4.260
H 1.351 1.702 5.595
H 3.700 1.787 4.731
H 4.103 1.061 2.418
H 2.631 2.502 0.452
H 3.326 1.621 -2.385
H 2.929 3.260 -1.837
H 1.687 2.003 -1.858
H 5.217 1.473 -0.804
H 5.021 1.749 0.927
H 4.878 3.091 -0.202
H 4.606 -0.594 0.867
H 3.500 -1.638 -1.795
H 5.091 -2.059 -1.145
H 4.741 -0.394 -1.617
H 2.504 -2.762 0.323
H 2.980 -2.183 1.925
H 4.145 -3.068 0.921
C 1.435 6.127 -2.166
C 0.468 5.340 -2.780
C -0.140 4.309 -2.073
C 0.185 4.037 -0.735
C 1.158 4.848 -0.138
C 1.779 5.878 -0.841
Si -0.563 2.574 0.233
C -2.321 3.132 0.698
C -2.820 2.807 1.965
C -4.117 3.143 2.343
C -4.943 3.830 1.462
C -4.463 4.177 0.203
C -3.172 3.825 -0.171
H 1.923 6.923 -2.717
H 0.197 5.522 -3.815
H -0.868 3.684 -2.587
H 1.430 4.672 0.900
H 2.531 6.488 -0.354
H 0.118 2.747 1.553
H -2.189 2.259 2.663
H -4.481 2.864 3.326
H -5.953 4.094 1.753
H -5.101 4.712 -0.493
H -2.824 4.100 -1.165
C 1.153 -0.739 -6.746
C 1.208 -0.405 -5.265
C 2.638 -0.548 -4.755
C 0.671 1.003 -5.022
O 0.329 -1.379 -4.658
P 0.161 -1.727 -3.091
O -1.075 -2.530 -2.969
O 0.389 -0.473 -2.283
O 1.445 -2.651 -2.781
C 1.496 -4.080 -3.012
C 1.050 -4.427 -4.428
C 0.641 -4.808 -1.981
C 2.961 -4.438 -2.822
H 1.769 -0.039 -7.317
H 0.121 -0.679 -7.105
H 1.519 -1.756 -6.918
H 3.276 0.198 -5.239
H 3.027 -1.546 -4.976
H 2.679 -0.394 -3.677
H 1.266 1.733 -5.580
H 0.706 1.249 -3.960
H -0.368 1.062 -5.359
H 0.028 -4.088 -4.611
H 1.092 -5.512 -4.563
H 1.710 -3.956 -5.162
H -0.420 -4.604 -2.149
H 0.904 -4.469 -0.974
H 0.823 -5.884 -2.047
H 3.588 -3.825 -3.476
H 3.118 -5.491 -3.067
H 3.270 -4.268 -1.787
*
```

Properties
DFT total energy ... -5164.52877 Eh
Kohn-Sham gap ... 6.60 eV

Atom charges from the Mulliken analysis, given in e for atoms 1 to 5:
1 Zn 1.668
2 C -1.717
3 C 2.409
4 C -1.659
5 P 0.389

***

No. 2
The following is a DFT calculation (the ωB97M-V functional and the def2-TZVPD basis) of C44H66CaO34 as an isolated structure at a distorted geometry.

ORCA input file:
```
! RIJCOSX wB97M-V def2-TZVPD def2/J DEFGRID3
* xyz 0 1
Ca 0.043 -0.002 0.227
C -3.297 2.604 0.707
C -2.190 1.571 0.627
O -2.141 0.764 -0.332
O -1.262 1.555 1.502
H -3.131 3.277 -0.134
H -3.280 3.181 1.632
H -4.298 2.191 0.578
C 3.856 -1.287 1.582
C 2.448 -0.957 1.287
O 1.732 -1.728 0.582
O 2.008 0.095 1.834
H 3.939 -1.502 2.647
H 4.507 -0.452 1.323
H 4.330 -2.097 1.028
C -1.533 3.141 -3.119
C -2.401 3.677 -4.298
C -3.792 4.021 -3.912
O -3.931 5.403 -4.382
C -2.740 5.875 -4.739
O -2.552 7.029 -5.151
O -1.770 4.893 -4.627
H -0.521 2.896 -3.442
H -1.980 2.231 -2.720
H -1.447 3.884 -2.326
H -2.354 3.007 -5.156
H -3.848 3.839 -2.839
H -4.506 3.418 -4.473
C -1.996 -4.477 5.155
C -1.885 -4.366 3.596
C -3.192 -3.890 2.955
O -2.776 -2.908 1.953
C -1.504 -2.533 2.246
O -0.909 -1.546 1.842
O -1.038 -3.237 3.284
H -1.144 -4.948 5.646
H -2.768 -5.195 5.434
H -2.204 -3.545 5.681
H -1.547 -5.308 3.165
H -3.759 -3.418 3.758
H -3.628 -4.807 2.560
C -3.124 -5.717 -0.443
C -1.811 -5.227 -1.119
C -1.846 -4.816 -2.581
O -1.361 -3.530 -2.567
C -1.184 -3.093 -1.396
O -0.855 -1.905 -1.085
O -1.505 -4.012 -0.498
H -3.957 -5.015 -0.478
H -2.979 -5.989 0.602
H -3.377 -6.699 -0.843
H -0.951 -5.886 -1.000
H -2.846 -4.823 -3.016
H -1.335 -5.525 -3.232
C 3.913 -1.676 -2.604
C 3.580 -3.129 -2.321
C 2.136 -3.410 -2.083
O 1.971 -4.589 -2.922
C 3.054 -4.731 -3.771
O 3.157 -5.510 -4.699
O 3.959 -3.831 -3.461
H 3.573 -1.162 -1.704
H 3.313 -1.273 -3.420
H 4.981 -1.460 -2.612
H 4.073 -3.522 -1.432
H 1.479 -2.624 -2.456
H 1.880 -3.583 -1.037
C 1.217 -2.318 -5.530
C 0.600 -0.968 -5.324
C -0.865 -1.013 -4.951
O -0.927 -0.476 -3.708
C 0.229 -0.102 -3.256
O 0.338 0.343 -2.160
O 1.154 -0.330 -4.113
H 0.800 -2.833 -6.396
H 0.994 -2.945 -4.666
H 2.300 -2.215 -5.588
H 0.685 -0.449 -6.279
H -1.240 -2.029 -4.828
H -1.453 -0.533 -5.733
C 3.760 5.808 0.416
C 2.521 5.080 0.973
C 1.194 5.552 0.505
O 0.495 4.352 0.191
C 1.357 3.315 0.152
O 1.082 2.181 -0.209
O 2.561 3.729 0.458
H 3.777 5.986 -0.659
H 4.580 5.162 0.729
H 3.785 6.800 0.868
H 2.588 4.996 2.058
H 1.367 6.062 -0.443
H 0.661 6.137 1.254
C -0.952 4.282 3.884
C -0.280 3.075 4.563
C 0.860 2.606 3.727
O 1.931 3.433 4.150
C 1.716 3.864 5.368
O 2.532 4.482 6.060
O 0.480 3.606 5.710
H -0.260 4.869 3.280
H -1.379 4.997 4.587
H -1.684 3.857 3.197
H -0.959 2.243 4.744
H 0.886 2.647 2.638
H 1.141 1.598 4.032
C 1.348 -0.889 5.090
C 0.801 -0.969 6.523
C 0.066 -2.226 6.952
O 0.783 -2.734 7.991
C 1.895 -2.035 8.275
O 2.723 -2.243 9.135
O 1.957 -0.966 7.436
H 1.860 0.056 4.907
H 0.522 -0.998 4.386
H 1.977 -1.739 4.826
H 0.328 -0.050 6.869
H 0.167 -2.998 6.188
H -0.924 -1.871 7.236
C 4.853 1.540 -0.734
C 4.375 2.423 -1.907
C 5.356 3.406 -2.451
O 5.135 3.377 -3.802
C 4.449 2.184 -4.140
O 4.184 1.789 -5.301
O 4.109 1.564 -3.028
H 5.773 0.986 -0.918
H 4.095 0.813 -0.442
H 5.028 2.085 0.194
H 3.484 2.987 -1.631
H 6.399 3.273 -2.165
H 5.226 4.366 -1.951
C -5.945 -1.933 0.072
C -5.049 -1.008 -0.798
C -4.736 -1.495 -2.218
O -4.740 -0.341 -2.994
C -5.299 0.687 -2.271
O -5.554 1.826 -2.649
O -5.746 0.197 -1.057
H -5.448 -2.877 0.295
H -6.708 -2.242 -0.643
H -6.421 -1.531 0.967
H -4.142 -0.741 -0.256
H -5.515 -2.207 -2.491
H -3.737 -1.931 -2.205
*
```

Properties
DFT total energy ... -4952.27339 Eh
Kohn-Sham gap ... 9.00 eV

Atom charges from the Mulliken analysis, given in e for atoms 1 to 5:
1 Ca 2.077
2 C -1.367
3 C -0.096
4 O -0.320
5 O 0.086

***

No. 3
The following is a DFT calculation (the ωB97M-V functional and the def2-TZVPD basis) of a 11-piece molecular cluster, C44H66O33 overall at a distorted geometry.

ORCA input file:
```
! RIJCOSX wB97M-V def2-TZVPD def2/J DEFGRID3
* xyz 0 1
C 3.437 1.843 3.341
C 3.276 3.332 3.156
C 2.531 4.055 4.308
O 3.384 5.129 4.657
C 4.582 5.006 4.029
O 5.502 5.728 4.192
O 4.579 3.917 3.228
H 3.843 1.668 4.342
H 4.113 1.437 2.600
H 2.469 1.337 3.299
H 2.759 3.582 2.228
H 2.334 3.405 5.165
H 1.578 4.459 3.969
C 5.125 -1.063 6.154
C 4.794 -2.170 5.182
C 3.502 -2.963 5.478
O 2.688 -2.773 4.318
C 3.336 -2.021 3.411
O 2.882 -1.672 2.368
O 4.523 -1.599 3.887
H 5.394 -1.495 7.114
H 4.335 -0.314 6.176
H 6.003 -0.548 5.754
H 5.636 -2.855 5.082
H 3.008 -2.571 6.366
H 3.684 -4.028 5.598
C -0.202 -0.099 4.180
C -1.271 -0.280 5.220
C -2.344 0.807 5.347
O -3.575 0.104 5.314
C -3.349 -1.230 5.147
O -4.206 -2.043 5.102
O -2.037 -1.479 4.975
H 0.636 -0.780 4.313
H 0.208 0.915 4.264
H -0.617 -0.191 3.173
H -0.805 -0.463 6.193
H -2.304 1.529 4.529
H -2.220 1.332 6.292
C -6.821 -1.140 -5.655
C -5.590 -0.241 -5.669
C -5.786 1.089 -4.946
O -4.597 1.233 -4.182
C -3.996 0.032 -4.050
O -3.117 -0.209 -3.282
O -4.537 -0.850 -4.900
H -7.650 -0.571 -6.079
H -7.073 -1.384 -4.622
H -6.644 -2.054 -6.212
H -5.259 -0.141 -6.702
H -6.654 1.103 -4.285
H -5.883 1.901 -5.665
C -5.096 2.456 2.940
C -5.062 1.511 1.764
C -3.605 1.151 1.339
O -3.508 -0.268 1.520
C -4.738 -0.756 1.841
O -5.034 -1.900 1.778
O -5.563 0.234 2.221
H -4.398 3.284 2.787
H -4.850 1.935 3.861
H -6.078 2.921 3.043
H -5.636 1.834 0.900
H -2.878 1.630 1.992
H -3.447 1.373 0.285
C -5.512 -1.726 -1.621
C -4.520 -2.805 -1.941
C -3.241 -2.751 -1.106
O -3.047 -4.117 -0.713
C -4.177 -4.820 -0.911
O -4.369 -5.922 -0.509
O -5.077 -4.093 -1.610
H -5.912 -1.868 -0.614
H -6.368 -1.683 -2.294
H -5.017 -0.751 -1.593
H -4.269 -2.851 -3.001
H -3.298 -2.185 -0.176
H -2.432 -2.359 -1.720
C 7.216 0.669 0.764
C 6.800 -0.271 -0.334
C 5.324 -0.681 -0.397
O 5.069 -0.736 -1.803
C 6.043 -0.062 -2.458
O 6.137 0.000 -3.643
O 6.952 0.426 -1.585
H 6.536 1.512 0.885
H 8.173 1.116 0.486
H 7.320 0.162 1.724
H 7.424 -1.168 -0.333
H 4.646 0.006 0.104
H 5.181 -1.681 0.009
C -0.778 0.213 -0.937
C -0.041 1.011 0.125
C 1.358 0.464 0.458
O 2.239 1.552 0.250
C 1.574 2.644 -0.159
O 2.046 3.726 -0.300
O 0.290 2.318 -0.426
H -0.056 -0.325 -1.555
H -1.353 0.840 -1.616
H -1.425 -0.535 -0.479
H -0.663 1.137 1.013
H 1.670 -0.348 -0.204
H 1.437 0.039 1.461
C 3.179 2.889 -5.637
C 3.598 1.846 -4.630
C 2.945 2.009 -3.237
O 2.260 0.779 -3.030
C 2.497 -0.077 -4.068
O 2.081 -1.187 -4.083
O 3.168 0.542 -5.052
H 3.550 2.630 -6.629
H 3.639 3.840 -5.359
H 2.097 3.017 -5.713
H 4.686 1.844 -4.570
H 2.212 2.817 -3.274
H 3.652 2.199 -2.431
C -0.899 2.645 -4.628
C -0.848 1.904 -5.932
C -0.735 0.382 -5.769
O -1.583 -0.135 -6.801
C -2.414 0.833 -7.222
O -3.288 0.722 -8.023
O -2.155 1.993 -6.574
H -1.658 2.198 -3.983
H -1.148 3.691 -4.805
H 0.031 2.563 -4.062
H -0.183 2.298 -6.702
H -1.053 0.115 -4.765
H 0.278 0.080 -6.027
C -1.425 -3.631 2.378
C -0.047 -3.208 1.916
C 0.979 -4.337 1.855
O 1.656 -4.107 0.607
C 0.912 -3.290 -0.162
O 1.134 -3.021 -1.293
O -0.138 -2.800 0.541
H -2.128 -2.819 2.214
H -1.310 -3.878 3.437
H -1.727 -4.524 1.835
H 0.364 -2.384 2.501
H 0.526 -5.330 1.808
H 1.707 -4.326 2.659
*
```

Properties
DFT total energy ... -4199.34847 Eh
Kohn-Sham gap ... 9.95 eV

Atom charges from the Mulliken analysis, given in e for atoms 1 to 5:
1 C -0.819
2 C 0.944
3 C -0.462
4 O -0.379
5 C 0.563